Arrangement A

Below is C6H16N2 as an isolated structure, with properties calculated with wB97M-V/def2-TZVPD.

Last column: natural (NBO) charge in e.
Cartesian coordinates (Å):
C 2.21694 -1.60175 -1.41310  -0.45
N 2.89739 -0.33447 -1.17968  -0.65
C 2.35309 -0.02704 1.30268  -0.40
C 1.47700 1.21578 1.31607  -0.48
C 0.74578 1.30857 -0.04455  -0.18
C -0.40253 0.64982 -0.13318  -0.40
N -3.73612 -0.13001 -0.11312  -0.57
C -5.13591 0.12016 -0.05251  -0.48
H 2.48750 -2.33692 -0.65511  0.18
H 1.12967 -1.49300 -1.46240  0.21
H 2.42806 -1.92702 -2.44083  0.21
H 3.87310 -0.46961 -1.44175  0.35
H 3.12973 0.14872 2.05374  0.21
H 1.87946 -0.98704 1.49983  0.20
H 2.79700 -0.07833 -0.02634  0.29
H 0.69507 1.27872 2.07069  0.24
H 2.11577 2.08710 1.47541  0.21
H 1.07994 1.94854 -0.84944  0.22
H -1.21211 0.78709 -0.84057  0.23
H -0.61870 -0.16623 0.55997  0.18
H -3.53543 -0.71229 0.70377  0.30
H -5.55681 0.19072 0.95164  0.18
H -5.72175 -0.54503 -0.72206  0.21
H -5.38614 1.07352 -0.55918  0.19

Results
net charge	0
HOMO level	-0.211	Ha
HOMO-LUMO gap	2.21	eV



Arrangement B

Below is the molecule C6H16N2, with properties calculated with wB97M-V/def2-TZVPD.

Last column: natural (NBO) charge in e.
Cartesian coordinates (Å):
C -0.28329 0.26487 0.92394  -0.24
N 0.44849 1.52921 0.52223  -0.64
C 0.68056 2.45886 1.55556  -0.18
C 1.79236 2.14809 2.45841  -0.61
C -1.07915 -0.41242 -0.17974  -0.41
C -0.10977 -1.34755 -0.94651  -0.40
C -1.03910 -2.13426 -1.85055  -0.21
N -0.60243 -2.23626 -3.24274  -0.87
H 0.58750 -0.53495 1.06279  0.18
H -0.77210 0.07561 1.91081  0.20
H 0.02767 1.95678 -0.29653  0.37
H -0.24865 2.59632 2.16411  0.15
H 0.83987 3.50815 0.99334  0.17
H 1.49500 1.15343 2.79380  0.19
H 2.69412 2.05333 1.98011  0.21
H 1.69773 2.61315 3.28451  0.21
H -1.64653 0.09526 -0.77568  0.20
H -1.82735 -1.07319 0.10439  0.21
H 0.28480 -2.10392 -0.29290  0.20
H 0.61619 -0.83392 -1.48929  0.21
H -1.29809 -3.16524 -1.53825  0.19
H -1.86649 -1.46734 -1.91905  0.17
H -0.65914 -3.24437 -3.60719  0.35
H 0.26781 -1.89963 -3.61556  0.37

Results
net charge	0
SMILES	CCNCCCCN
HOMO level	-0.311	Ha
HOMO-LUMO gap	9.57	eV



Arrangement C

Below is C6H16N2 as an isolated structure, with properties calculated with wB97M-V/def2-TZVPD.

Last column: natural (NBO) charge in e.
Cartesian coordinates (Å):
C -0.84763 0.48841 -3.21953  -0.62
C 0.28226 -0.16424 -2.42041  -0.22
N 0.28565 0.24572 -1.00638  -0.44
C 0.55682 1.68708 -0.85517  -0.43
C 1.26105 -0.51749 -0.23297  -0.32
C 1.15428 -0.15876 1.23080  0.13
N 0.08698 0.38148 1.81123  -0.64
C -1.58540 -1.17585 4.10775  -0.84
H -0.67573 1.59409 -3.42981  0.20
H -0.99283 -0.04208 -4.19149  0.22
H -1.74232 0.40718 -2.67302  0.22
H 0.14115 -1.26123 -2.46185  0.19
H 1.25003 0.03791 -2.90224  0.16
H -0.09688 2.28510 -1.47386  0.21
H 0.42357 1.96898 0.21063  0.23
H 1.68368 1.91422 -1.10578  0.15
H 1.00782 -1.62777 -0.32601  0.22
H 2.29774 -0.35950 -0.64196  0.20
H -0.18374 -0.58170 1.32607  0.38
H 2.01239 -0.42179 1.80431  0.15
H -0.53629 -1.27921 4.41912  0.21
H -1.88892 -0.13901 4.27611  0.22
H -2.16403 -1.88148 4.69985  0.20
H -1.72965 -1.40004 3.05461  0.21

Results
net charge	0
HOMO level	-0.315	Ha
HOMO-LUMO gap	9.37	eV



Pick arrangement B: it beats the second-best structure by 0.0193 hartree.



Arrangement A

Below is the molecule C6H16N2, with properties calculated with wB97M-V/def2-TZVPD.

Last column: natural (NBO) charge in e.
Cartesian coordinates (Å):
C -1.38428 0.55039 0.79873  -0.65
C 0.05035 0.32202 0.84740  -0.01
C 0.94330 1.48960 0.11340  -0.19
C 2.36022 1.17507 0.07291  -0.61
C 0.37279 1.94572 -1.38707  -0.62
N 0.26614 -0.99361 -0.05154  -0.72
C -0.52677 -2.25950 0.33384  -0.03
N -1.77811 -2.29231 -0.52094  -0.88
H -1.67724 1.01129 -0.18118  0.21
H -2.03894 -0.26583 0.96336  0.22
H -1.62010 1.42241 1.41656  0.21
H 0.51645 0.16733 1.90161  0.21
H 0.77453 2.30757 0.76420  0.19
H 2.57907 0.27770 -0.42209  0.22
H 2.68383 1.13231 1.17470  0.20
H 2.86430 2.02584 -0.45791  0.21
H -0.54582 1.30193 -1.58110  0.20
H 0.30849 2.95743 -1.46714  0.21
H 1.07797 1.45758 -2.02279  0.20
H 0.19508 -0.98155 -1.16232  0.37
H 0.07516 -3.04962 0.15829  0.18
H -0.97308 -2.18105 1.41285  0.17
H -1.87582 -1.50541 -1.07103  0.35
H -2.65370 -2.41632 -0.09385  0.36

Results
net charge	0
SMILES	CC(C)[C@@H](C)NCN
HOMO level	-0.311	Ha
HOMO-LUMO gap	9.51	eV



Arrangement B

Below is the molecule C6H16N2, with properties calculated with wB97M-V/def2-TZVPD.

Last column: natural (NBO) charge in e.
Cartesian coordinates (Å):
N -1.85892 1.63361 0.59806  -0.85
C -1.59300 0.73224 -0.51019  -0.07
C -1.85779 1.36407 -1.89927  -0.65
C -0.14099 0.26973 -0.39718  -0.22
N -0.10181 -0.84815 0.59231  -0.61
C 2.23440 -0.21338 1.35739  -0.63
C 1.29122 -1.28405 0.82581  -0.06
C 1.83101 -1.98197 -0.42937  -0.63
H -1.08479 2.22985 0.81553  0.35
H -2.68359 2.20870 0.49138  0.36
H -2.29254 -0.10309 -0.45708  0.20
H -1.90035 2.45706 -1.79278  0.21
H -1.02050 1.37809 -2.62717  0.21
H -2.60159 0.85986 -2.51303  0.22
H 0.40049 1.17182 -0.09553  0.16
H 0.29349 -0.14159 -1.29949  0.20
H -0.38886 -0.44235 1.48599  0.35
H 2.63684 0.43864 0.58023  0.20
H 3.05493 -0.66493 1.91448  0.22
H 1.66007 0.39070 2.06867  0.20
H 1.28953 -2.07047 1.58950  0.19
H 2.65544 -2.65875 -0.16946  0.21
H 2.37576 -1.37937 -1.16651  0.20
H 1.04540 -2.57269 -0.89590  0.22

Results
net charge	0
SMILES	CC(C)NC[C@H](C)N
HOMO level	-0.326	Ha
HOMO-LUMO gap	9.96	eV



Pick arrangement B: it beats the second-best structure by 0.0779 hartree.



Arrangement A

Below is the molecule C8H14N4, with properties calculated with wB97M-V/def2-TZVPD.

Last column: natural (NBO) charge in e.
Cartesian coordinates (Å):
C 1.79014 0.76887 2.14741  -0.61
C 1.80552 1.40127 0.74832  -0.39
C 0.39411 1.55605 0.15725  -0.41
C -0.29006 0.25558 -0.17921  -0.24
C -0.11232 -0.35773 -1.43300  0.32
C 0.72896 0.30973 -2.50689  -0.66
C -1.54102 -2.03275 -0.87486  0.57
C -1.18944 -0.39990 0.67951  0.45
H 1.13821 1.29752 2.83209  0.19
H 1.39654 -0.23657 2.12361  0.21
H 2.80025 0.68026 2.56704  0.21
H 2.45218 0.82534 0.05619  0.20
H 2.26948 2.38797 0.81587  0.20
H -0.21150 2.08674 0.90576  0.19
H 0.42350 2.22989 -0.69256  0.22
H 1.73881 0.47854 -2.09656  0.22
H 0.78817 -0.30017 -3.40508  0.24
H 0.34413 1.30397 -2.73912  0.22
H -2.13702 -3.41246 -2.18582  0.39
H -3.02789 -3.40312 -0.69708  0.39
H -1.10711 1.01700 2.11813  0.39
H -2.31800 -0.26097 2.38912  0.41
N -0.70981 -1.51278 -1.80425  -0.55
N -2.14715 -3.21275 -1.20517  -0.79
N -1.81583 -1.53922 0.33442  -0.57
N -1.46283 0.06970 1.94488  -0.81

Results
net charge	0
SMILES	CCCc1c(C)nc(N)nc1N
HOMO level	-0.298	Ha
HOMO-LUMO gap	9.06	eV



Arrangement B

Below is C8H14N4 as an isolated structure, with properties calculated with wB97M-V/def2-TZVPD.

Last column: natural (NBO) charge in e.
Cartesian coordinates (Å):
C -2.58275 -1.07646 1.08942  -0.43
C -1.45238 0.39836 -0.13142  0.16
C -1.33251 1.85617 -0.33968  -0.05
C 0.80041 1.92509 -0.15933  -0.03
C 0.88708 0.56817 -0.02280  0.06
C 3.12180 -0.35870 1.14567  -0.42
C -0.11760 -0.33957 0.08693  -0.02
C 0.12863 -1.89160 -0.12483  -0.25
H -1.70230 -1.67302 1.58353  0.25
H -3.19772 -2.25162 0.75443  0.18
H -3.27025 -0.26046 1.79972  0.21
H -3.36251 0.17279 -0.40659  0.38
H -2.33871 2.18446 -0.40877  0.17
H 1.55528 2.57834 -0.14942  0.19
H 2.72717 0.75641 -1.05410  0.38
H 3.53753 0.52944 2.08786  0.21
H 2.14163 -1.05790 1.71542  0.22
H 4.17286 -1.02413 0.25334  0.23
H -0.96497 -2.56814 0.31318  0.22
H 0.90001 -2.33214 0.82514  0.18
H 1.06809 -2.97959 -1.91180  0.35
H 1.55507 -1.42871 -1.22151  0.39
N -2.55077 -0.49724 -0.17377  -0.64
N -0.31546 2.69776 -0.17500  -0.35
N 2.27171 0.09492 -0.04011  -0.73
N 0.66064 -1.88608 -1.53172  -0.83

Results
net charge	0
HOMO level	-0.303	Ha
HOMO-LUMO gap	8.58	eV



Pick arrangement A: it beats the second-best structure by 0.4998 hartree.



Arrangement A

Below is C4H26BO21 as an isolated structure, with properties calculated with wB97M-V/def2-TZVPD.

Last column: natural (NBO) charge in e.
Cartesian coordinates (Å):
O -1.80773 1.81652 0.99827  -0.63
C -1.21473 1.03052 0.31027  0.71
O -1.11373 -0.14648 0.56427  -0.58
B 0.06227 -0.62548 -0.06373  1.17
O 0.69327 0.53152 -0.71073  -0.59
C -0.07573 1.52652 -0.44873  0.71
O 0.27327 2.62052 -0.81373  -0.66
O -0.28373 -1.79648 -0.88573  -0.60
C 0.49727 -2.72148 -0.52773  0.69
O 0.60327 -3.75448 -1.14373  -0.60
C 1.27027 -2.29848 0.59727  0.67
O 0.96427 -1.15248 0.97927  -0.58
O 2.22127 -2.90548 1.15527  -0.59
O -1.79873 -3.04748 -3.22973  -0.93
H -2.22473 -2.60048 -2.56173  0.47
H -0.94173 -2.98148 -3.15973  0.46
O -2.69773 4.42952 1.65127  -0.96
H -2.93173 4.38152 2.66327  0.47
H -2.49873 3.59352 1.36827  0.49
O 3.30127 1.42452 -2.07973  -0.93
H 3.84727 2.06852 -2.57373  0.45
H 2.38727 2.01352 -2.28473  0.48
O 0.91527 3.39652 -3.16873  -0.97
H 0.43027 3.63052 -2.38573  0.51
H 1.67527 4.02752 -3.11473  0.49
O 3.55327 -1.25248 2.88527  -0.99
H 2.95427 -1.84648 2.21527  0.49
H 3.34727 -1.83148 3.67427  0.45
O -2.19973 0.34652 -2.41573  -1.00
H -1.51673 0.53852 -3.09973  0.52
H -2.66173 1.18952 -2.05573  0.47
O 1.56927 -5.86248 1.08027  -0.94
H 0.67827 -5.74048 1.01727  0.45
H 1.88027 -5.07348 0.49727  0.49
O -1.25673 -0.89248 3.61727  -0.97
H -0.60473 -0.34648 3.26327  0.49
H -2.09973 -0.58548 3.49727  0.47
O -0.04773 1.70252 3.36527  -0.97
H -0.48673 2.12552 4.06027  0.46
H -0.02573 2.38952 2.61827  0.51
O 0.45227 4.13452 1.41027  -1.02
H 0.10627 5.15552 1.40627  0.49
H 0.29327 3.64852 0.54427  0.50
O 0.75427 -6.13448 -2.47673  -0.98
H 0.43727 -5.34648 -1.81873  0.50
H 1.65927 -6.36248 -2.05673  0.46
O -3.34073 1.08052 3.37427  -0.96
H -2.67973 1.40352 4.09027  0.46
H -2.72673 1.21952 2.64127  0.49
O -0.18773 1.15252 -4.05473  -1.00
H 0.16827 1.97152 -3.67273  0.51
H 0.42827 0.75552 -4.74173  0.49

Results
net charge	-1
HOMO level	-0.283	Ha
HOMO-LUMO gap	9.50	eV



Arrangement B

Below is a 14-piece molecular cluster, C4H26BO21 overall, with properties calculated with wB97M-V/def2-TZVPD.

Last column: natural (NBO) charge in e.
Cartesian coordinates (Å):
O -3.32074 -0.30085 -0.87511  -0.59
C -2.12186 -0.37070 -0.89744  0.69
O -1.28278 0.55795 -0.48608  -0.66
B 0.12585 0.12013 -0.70876  1.20
O 0.00042 -1.14842 -1.42206  -0.67
C -1.26307 -1.51977 -1.49633  0.71
O -1.68129 -2.58322 -1.85141  -0.57
O 0.88671 0.00589 0.54648  -0.65
C 1.83960 0.91737 0.55625  0.67
O 2.65162 1.13608 1.40664  -0.56
C 1.79374 1.67145 -0.79773  0.68
O 0.79615 1.16472 -1.51150  -0.66
O 2.56018 2.53001 -1.12441  -0.57
O 5.35223 3.23966 -1.04189  -0.96
H 4.42095 3.15053 -0.80010  0.49
H 5.82496 2.73727 -0.37267  0.46
O 1.19145 -2.15595 -4.42568  -0.95
H 0.91054 -1.71607 -3.61706  0.48
H 1.01017 -3.08611 -4.25559  0.48
O -1.13396 -1.28384 2.84010  -0.97
H -1.00418 -1.94737 3.52308  0.48
H -0.40905 -0.65181 2.95641  0.50
O 3.50386 2.05404 4.15747  -0.96
H 2.82305 2.66708 4.44515  0.46
H 3.22180 1.80025 3.26992  0.49
O 4.49750 -1.35719 -0.59995  -0.93
H 3.99250 -0.54225 -0.53655  0.46
H 4.55116 -1.53423 -1.54394  0.47
O -4.89007 -2.39498 -2.16021  -0.95
H -5.79996 -2.29984 -1.86656  0.46
H -4.49128 -1.52805 -1.99655  0.49
O -3.79255 -0.74107 2.09795  -0.98
H -2.92817 -0.89087 2.51347  0.49
H -3.69183 -1.10548 1.21399  0.47
O -0.89223 3.58793 -1.71364  -0.95
H -0.36594 4.36056 -1.49319  0.46
H -0.28838 2.83924 -1.64096  0.47
O -0.07280 -5.09983 -2.20619  -0.95
H -0.38093 -4.79865 -1.34957  0.48
H -0.88186 -5.28683 -2.68994  0.47
O -3.88177 2.65668 -0.01158  -0.95
H -3.21455 2.21345 -0.54339  0.48
H -4.11170 2.01014 0.66343  0.47
O -2.38516 -4.98942 -0.28182  -0.96
H -2.19881 -4.13348 -0.69231  0.49
H -2.87234 -4.75952 0.51432  0.47
O 0.46192 1.07641 3.57743  -0.94
H 0.51534 1.05631 2.61363  0.47
H -0.03856 1.87526 3.76955  0.48
O 1.83919 4.07246 2.24612  -0.95
H 2.25704 4.00248 1.38129  0.48
H 2.36789 4.72240 2.71750  0.47

Results
net charge	-1
HOMO level	-0.309	Ha
HOMO-LUMO gap	10.27	eV



Arrangement C

Below is C4H26BO21 as an isolated structure, with properties calculated with wB97M-V/def2-TZVPD.

Last column: natural (NBO) charge in e.
Cartesian coordinates (Å):
O 0.34737 0.83525 -2.68540  -0.58
C 0.37837 0.20325 -1.68440  0.65
O 1.47537 -0.20275 -1.22840  -0.62
B 1.09737 -0.99675 -0.05440  1.17
O -0.34463 -0.81575 0.03760  -0.59
C -0.74063 -0.17575 -0.94640  0.71
O -1.77063 0.51125 -1.04040  -0.63
O 1.80437 -0.49975 1.15360  -0.62
C 2.63437 -1.38175 1.43560  0.69
O 3.46137 -1.21075 2.32460  -0.62
C 2.36237 -2.61675 0.73360  0.67
O 1.57137 -2.41675 -0.15340  -0.60
O 2.45837 -3.68475 1.25760  -0.58
O -3.62063 1.04325 -3.04240  -0.95
H -2.84763 0.84225 -3.49840  0.48
H -3.38063 0.82525 -2.17840  0.46
O 3.61037 1.87925 2.11860  -0.96
H 3.52837 0.97525 2.34160  0.48
H 2.96737 2.31525 2.67360  0.47
O 1.12937 3.68725 -2.26340  -0.95
H 1.82837 3.67925 -1.59840  0.47
H 1.24937 2.85625 -2.68840  0.50
O -3.03763 -0.25975 1.67360  -0.98
H -2.16563 -0.01475 2.00460  0.49
H -3.40963 0.43925 1.18060  0.46
O -2.44163 2.97625 0.32460  -0.96
H -3.33163 2.70725 0.23660  0.47
H -1.81363 2.30025 0.13260  0.49
O -1.41263 3.12925 -2.62340  -0.97
H -1.47963 2.39525 -1.99140  0.47
H -0.61863 3.62725 -2.39540  0.48
O -0.62263 0.67225 2.54060  -0.94
H -0.15163 -0.12075 2.81560  0.46
H -0.07063 1.03625 1.86860  0.50
O 2.57337 0.15725 4.30860  -0.97
H 1.64937 -0.04775 4.32560  0.45
H 2.90337 -0.50075 3.65160  0.48
O -1.45463 0.07525 -4.79440  -0.99
H -0.71163 0.43725 -4.37340  0.48
H -1.72163 -0.66975 -4.18740  0.47
O -2.29463 -1.74575 -3.09240  -0.93
H -3.06463 -1.36075 -2.66340  0.49
H -2.79063 -2.30475 -3.70240  0.48
O -0.11663 -4.83275 0.70160  -0.95
H 0.81937 -4.72375 0.76960  0.48
H -0.34063 -4.56575 -0.19240  0.46
O 0.26637 2.30325 0.45160  -0.98
H 0.01237 3.21925 0.31760  0.50
H 1.21237 2.30425 0.25860  0.49
O 1.22937 -4.34175 3.97160  -0.93
H 2.01037 -4.54275 3.50260  0.47
H 1.17537 -3.39975 3.96560  0.46

Results
net charge	-1
HOMO level	-0.280	Ha
HOMO-LUMO gap	9.47	eV



Pick arrangement B: it beats the second-best structure by 0.1028 hartree.